# 1
91
Properties=species:S:1:pos:R:3:forces:R:3:lowdin_spin:R:1 method="wB97M-V/def2-TZVPD" e_above_lowest_kcal_mol=0.4 homo_energy_ev="-10.0 / -10.0" total_charge=+1 s2=6.014 multiplicity=5 e_lumo_ev="-3.075 / -3.173" orbital_gap_ev="6.953 / 6.864"
Fe 0.90688 -0.06505 -1.01371 -0.6 0.0 -1.0 3.72
C -1.41524 -0.46721 1.74430 0.3 0.1 -0.3 0.01
P 0.14875 -1.06036 0.97679 -0.7 -0.8 1.8 0.04
C -0.09004 -2.87873 1.14170 0.1 0.3 -0.4 0.01
C 1.40650 -0.84232 2.30579 0.0 0.3 -0.4 0.01
C 1.06614 -0.98391 3.64800 0.0 0.0 0.0 0.00
C 2.01911 -0.84332 4.64096 -0.1 0.0 0.0 0.00
C 3.33335 -0.57244 4.29844 0.1 0.0 0.0 0.00
C 3.68717 -0.45114 2.96668 0.0 0.0 0.0 0.00
C 2.73547 -0.56674 1.95641 -0.2 0.0 -0.3 0.00
P 3.20319 -0.45195 0.15817 0.8 0.4 0.8 0.03
C 4.38915 0.96510 -0.00314 -0.4 -0.1 0.0 0.01
C 4.50283 -1.75528 0.24182 -0.4 -0.1 -0.5 0.01
H -1.70240 -1.06234 2.60935 0.1 0.0 0.0 0.00
H -2.19560 -0.55288 0.98916 -0.1 0.0 0.0 0.00
H -1.31131 0.57892 2.02657 0.0 0.1 0.0 0.00
H -0.39293 -3.12277 2.16084 0.0 0.1 0.0 0.00
H 0.84434 -3.39009 0.91426 0.0 0.0 0.0 0.00
H -0.84943 -3.21013 0.43502 -0.1 -0.1 -0.1 0.00
H 0.04721 -1.20292 3.93298 -0.1 0.0 0.0 0.00
H 1.74033 -0.95305 5.67824 0.0 0.0 0.1 0.00
H 4.08207 -0.45933 5.06749 0.1 0.0 0.1 0.00
H 4.72337 -0.26146 2.72163 0.1 0.0 0.0 0.00
H 5.07170 1.04514 0.84200 0.0 0.0 0.0 0.00
H 3.86903 1.90871 -0.14455 0.0 0.0 0.0 0.00
H 4.96906 0.76280 -0.90334 0.0 0.0 0.0 0.00
H 5.22617 -1.51618 1.01963 -0.1 0.1 0.0 0.00
H 5.02216 -1.80137 -0.71049 0.1 -0.1 -0.1 0.00
H 4.05839 -2.72108 0.46164 0.0 -0.1 0.0 0.00
N -5.78312 -3.52262 0.06402 -0.3 -0.1 0.2 0.00
C -4.72198 -3.23328 -0.74688 0.4 0.0 -0.2 0.00
C -4.15044 -4.22310 -1.55870 -0.1 0.2 0.1 0.00
C -3.04012 -3.94318 -2.33011 0.0 0.1 -0.1 0.00
C -2.49072 -2.67478 -2.29773 0.5 0.1 -0.4 0.00
C -3.03210 -1.68809 -1.49328 -0.1 -0.1 -0.1 0.00
C -4.14689 -1.95586 -0.72868 0.0 0.0 0.1 0.00
S -1.11663 -2.20565 -3.32917 -0.2 0.5 0.3 0.01
O -0.69992 -3.29550 -4.15657 -0.2 0.0 0.0 0.01
O -1.49820 -0.99320 -4.00942 0.3 -0.1 0.1 0.00
N 0.08474 -1.74068 -2.26794 -0.7 1.3 -0.2 0.05
C 0.91207 -2.76756 -2.04072 1.4 -1.4 0.3 0.01
N 2.22178 -2.47440 -1.90926 -0.5 0.5 -0.2 0.02
C 3.05820 -3.49288 -1.97510 0.2 -0.6 0.0 0.00
C 2.64370 -4.81241 -2.06182 0.0 0.2 0.0 0.00
C 1.27033 -5.01337 -1.99203 0.4 0.0 0.0 0.00
N 0.42263 -4.01159 -1.98205 -0.3 0.0 0.5 0.00
H -6.31164 -4.35485 -0.13614 -0.1 0.1 0.1 0.00
H -6.29703 -2.75201 0.45650 -0.1 -0.1 -0.1 0.00
H -4.60217 -5.20348 -1.58046 0.0 -0.1 0.0 0.00
H -2.59179 -4.68650 -2.96874 0.0 -0.2 -0.1 0.00
H -2.57210 -0.71218 -1.50095 -0.1 0.2 0.1 0.00
H -4.59696 -1.18536 -0.11768 0.0 0.1 0.1 0.00
H 4.10889 -3.24198 -1.97773 0.1 -0.1 0.0 0.00
H 3.34715 -5.62067 -2.13747 0.1 -0.2 0.0 0.00
H 0.83134 -6.00019 -1.93339 0.1 -0.2 0.0 0.00
S -3.86833 0.34193 -4.36382 -0.9 0.6 0.1 0.00
C -5.51407 0.46878 -4.80601 0.2 0.0 0.0 0.00
C -6.16517 1.48921 -4.17798 -0.1 -0.3 -0.2 0.00
C -5.32370 2.19702 -3.31114 0.7 -0.1 0.1 0.00
C -4.03238 1.70907 -3.29783 -0.6 -0.4 -0.5 0.00
C -2.94318 2.15694 -2.46845 0.6 0.6 0.6 0.00
C -1.74626 1.40476 -2.34362 -0.3 0.1 -0.3 0.00
N -0.79235 1.65229 -1.47276 0.5 -0.4 0.2 0.02
C -0.90702 2.75115 -0.69351 -0.5 0.4 -0.2 0.00
C -1.98015 3.66135 -0.85603 0.4 -0.5 0.0 0.00
C -2.00202 4.87911 -0.11852 0.2 0.2 0.3 0.00
C -1.00753 5.18935 0.73932 -0.3 0.0 -0.2 0.00
C 0.05478 4.27209 0.97600 0.1 -0.5 -0.2 0.00
C 1.07766 4.57297 1.87454 0.3 -0.6 0.0 0.00
C 2.05637 3.62922 2.13714 -0.8 0.2 -0.5 0.00
C 1.93393 2.39447 1.46837 0.2 0.2 0.3 0.00
N 1.03321 2.10251 0.55963 0.0 -0.3 -0.3 0.03
C 0.09058 3.02968 0.29005 0.0 0.5 0.3 0.00
C 3.18003 3.90722 2.99820 0.7 0.3 0.6 0.00
C 4.29499 3.13809 3.22866 -0.6 0.2 -0.2 0.00
C 5.26782 3.78903 4.00657 0.1 0.3 0.2 0.00
C 4.88466 5.03965 4.38146 -0.1 0.0 -0.1 0.00
S 3.33191 5.45031 3.79655 0.2 -0.6 -0.2 0.00
C -3.01023 3.33373 -1.73967 0.2 -0.5 -0.2 0.00
H -5.92761 -0.22882 -5.50714 -0.1 -0.1 -0.2 0.00
H -7.20404 1.72278 -4.32985 -0.2 0.0 0.0 0.00
H -5.66556 3.02256 -2.71251 0.0 0.1 0.1 0.00
H -1.58535 0.57148 -3.01439 0.0 -0.1 0.1 0.00
H -2.82869 5.55290 -0.27666 -0.1 0.1 0.0 0.00
H -1.00356 6.12328 1.27898 0.0 0.1 0.1 0.00
H 1.10073 5.53992 2.35482 -0.1 0.1 0.0 0.00
H 2.63407 1.61820 1.71080 0.1 0.1 0.1 0.00
H 4.41337 2.13745 2.86020 0.0 -0.2 -0.2 0.00
H 6.21903 3.35469 4.25462 0.2 0.0 0.1 0.00
H 5.43082 5.74798 4.96979 0.1 0.2 0.2 0.00
H -3.84120 4.01443 -1.84691 -0.1 0.0 0.0 0.00



# 2
87
Properties=species:S:1:pos:R:3:forces:R:3:lowdin_spin:R:1 method="wB97M-V/def2-TZVPD" homo_energy_ev="-10.6 / -10.9" total_charge=+1 s2=1.013 multiplicity=2 e_lumo_ev="-5.156 / -4.314" orbital_gap_ev="5.396 / 6.586"
Tc -0.41752 0.23240 0.21131 -1.2 -1.3 -0.5 1.19
C -0.95550 -0.88079 -3.19403 0.1 0.0 -0.1 0.00
C 0.41657 -1.41109 -2.88054 -0.1 0.0 -0.1 0.00
C 0.79306 -2.62979 -3.43285 0.0 0.0 0.0 0.00
C 2.10143 -3.07308 -3.35877 0.0 0.0 0.0 0.00
C 3.05175 -2.25590 -2.77431 0.0 0.0 0.0 0.00
C 2.71735 -1.03554 -2.19256 0.1 0.0 0.1 0.00
C 3.86629 -0.19157 -1.70734 0.0 0.0 0.0 0.00
C 1.36487 -0.64689 -2.18023 -0.2 -0.1 0.0 0.01
N 0.90224 0.46319 -1.39987 -0.1 0.4 0.3 0.04
C 1.49276 1.69430 -1.56169 0.1 -0.1 0.0 0.01
O 2.10580 2.09894 -2.52591 0.1 -0.1 0.0 0.02
C 1.33111 2.55490 -0.32827 0.0 -0.1 0.0 0.00
C 1.89796 3.80176 -0.13997 0.0 0.0 0.0 0.00
C 1.63602 4.47439 1.04866 0.0 0.0 0.0 0.00
C 0.80995 3.89726 2.01031 0.0 0.0 0.0 0.00
C 0.29173 2.64329 1.75674 0.0 0.0 0.0 0.00
N 0.58143 2.00509 0.62514 0.3 0.2 0.1 0.00
C -0.60748 1.86012 2.68482 0.0 -0.1 0.0 0.01
O -0.88178 2.27536 3.79019 0.0 0.0 0.0 0.04
N -1.00861 0.66932 2.12661 0.1 0.3 0.0 0.06
C -1.64566 -0.29812 3.00846 0.1 -0.1 -0.1 0.00
C -3.04176 -0.41909 3.05691 0.1 0.0 -0.1 0.00
C -3.95285 0.57674 2.40788 0.0 0.0 -0.1 0.00
C -3.59815 -1.47646 3.76384 0.0 0.0 0.0 0.00
C -2.80139 -2.38073 4.44647 0.0 0.0 0.0 0.00
C -1.43408 -2.19133 4.46751 0.0 0.0 0.1 0.00
C -0.83811 -1.14503 3.76763 0.1 -0.1 0.1 0.00
C 0.64735 -0.94858 3.91217 -0.3 -0.1 0.4 0.00
H -1.55893 -1.65091 -3.67302 0.0 0.0 0.0 0.00
H -0.85700 -0.04899 -3.89496 0.0 -0.1 0.0 0.00
H -1.51065 -0.51074 -2.33357 0.1 -0.1 -0.2 0.00
H 0.05132 -3.21649 -3.96068 0.0 0.0 0.0 0.00
H 2.38485 -4.02345 -3.79129 0.0 0.0 0.0 0.00
H 4.09242 -2.55864 -2.77007 0.0 0.0 0.0 0.00
H 4.67374 -0.82585 -1.34060 0.0 0.0 0.0 0.00
H 3.61280 0.51878 -0.93061 -0.1 0.1 0.2 0.00
H 4.24972 0.40348 -2.53804 0.0 0.0 0.0 0.00
H 2.51768 4.21571 -0.92385 0.0 0.0 0.0 0.00
H 2.06946 5.44970 1.22500 0.0 0.0 0.0 0.00
H 0.56771 4.38453 2.94480 0.0 0.0 0.0 0.00
H -3.91257 0.53301 1.31900 0.1 0.1 -0.1 0.00
H -3.70016 1.58335 2.73949 0.0 0.1 -0.1 0.00
H -4.98381 0.38878 2.70353 0.0 0.0 0.0 0.00
H -4.67638 -1.57269 3.79487 0.0 0.0 0.0 0.00
H -3.24828 -3.19937 4.99466 0.0 0.0 0.0 0.00
H -0.80468 -2.85211 5.05154 0.0 0.0 0.0 0.00
H 0.95131 -1.22086 4.92214 0.0 0.0 0.0 0.00
H 0.93541 0.08980 3.76001 -0.3 -0.3 0.4 0.00
H 1.21514 -1.57876 3.22317 -0.2 0.1 0.4 0.00
C 2.52161 0.03905 1.85230 0.2 0.3 -0.4 0.00
C 2.08254 -1.27267 1.28957 0.0 0.0 -0.2 0.01
C 2.96808 -2.36550 1.36578 0.0 0.0 -0.1 0.00
C 2.55130 -3.61222 1.01370 0.0 0.0 0.0 0.01
C 1.21183 -3.80535 0.62376 0.0 -0.1 0.0 0.00
C 0.67698 -5.08754 0.35333 0.0 0.0 0.0 -0.05
C -0.64043 -5.23993 0.02069 0.0 0.0 0.0 0.00
C -1.46932 -4.11124 -0.06899 0.0 0.1 0.0 -0.05
C -0.96931 -2.84379 0.15295 0.0 -0.2 0.1 -0.02
S -1.96681 -1.45164 -0.07453 0.8 0.8 0.0 -0.25
C 0.38924 -2.67275 0.52140 -0.1 0.1 -0.1 -0.01
N 0.84967 -1.40843 0.80227 0.2 0.2 0.1 -0.01
H 3.39502 -0.10092 2.48586 0.0 0.0 0.0 0.00
H 1.72481 0.48050 2.44275 0.4 0.0 -0.5 0.00
H 2.78311 0.73772 1.06539 0.1 0.1 -0.2 0.00
H 3.97272 -2.19199 1.72434 0.0 0.0 0.0 0.00
H 3.22275 -4.46061 1.06256 0.0 0.0 0.0 0.00
H 1.33064 -5.94731 0.42857 0.0 0.0 0.0 0.00
H -1.04814 -6.22324 -0.16638 0.0 0.0 0.0 0.00
H -2.51350 -4.21784 -0.33474 0.0 0.0 0.0 0.00
C -2.50413 3.20279 0.11667 0.0 0.0 -0.1 0.00
S -2.04216 1.80117 -0.89373 -0.3 -0.2 0.1 0.00
O -3.25786 1.03811 -1.23518 0.1 0.2 0.2 0.00
C -1.53077 2.65830 -2.37527 0.1 -0.1 0.0 0.00
C -0.70785 3.77868 -2.36988 0.0 0.0 0.0 0.00
C -0.34460 4.35312 -3.57664 0.0 0.0 0.0 0.00
C -0.80270 3.81434 -4.77063 0.0 0.0 0.0 0.00
C -1.64638 2.71345 -4.76201 0.0 0.0 0.0 0.00
C -2.01567 2.12621 -3.56177 -0.1 0.2 0.0 0.00
H -3.48244 3.50229 -0.25808 0.0 0.1 0.0 0.00
H -1.78364 4.00890 0.01267 0.0 0.0 0.0 0.00
H -2.56506 2.88491 1.14902 -0.1 -0.1 0.2 0.00
H -0.34787 4.21663 -1.44908 0.0 0.0 0.0 0.00
H 0.29595 5.22435 -3.58182 0.0 0.0 0.0 0.00
H -0.50662 4.25957 -5.71077 0.0 0.0 0.0 0.00
H -2.02603 2.31215 -5.69192 0.0 0.0 0.0 0.00
H -2.69881 1.28939 -3.53198 0.0 0.0 0.0 0.00



# 3
93
Properties=species:S:1:pos:R:3:forces:R:3:lowdin_charge:R:1 method="wB97M-V/def2-TZVPD" e_above_lowest_kcal_mol=0.0 homo_energy_ev="0.3 / 0.6" total_charge=-2 e_lumo_ev="3.878 / 3.871" orbital_gap_ev="3.573 / 3.287"
Y 1.23456 0.57489 1.21373 0.2 0.2 0.6 1.40
N 0.78747 3.46321 -0.98871 0.4 0.0 0.0 0.12
C 2.10402 3.40189 -0.43725 -0.2 -0.2 0.3 -0.31
C 3.00949 4.26949 -0.98738 0.0 0.1 -0.1 -0.10
C 4.33006 4.35290 -0.49746 0.1 -0.2 0.3 -0.15
C 4.62791 3.49905 0.61095 -0.1 0.3 -0.4 -0.14
C 3.68143 2.65661 1.09337 -0.2 0.0 0.0 -0.17
N 2.37705 2.53701 0.59307 0.2 0.4 -0.4 -0.04
C -0.35447 2.73814 -0.93186 -0.3 0.0 -0.1 -0.30
C -1.36569 3.09266 -1.87524 0.3 0.0 0.1 -0.03
C -2.52021 2.37333 -1.91966 -0.1 0.0 -0.1 -0.09
C -2.71410 1.31712 -1.03118 0.0 -0.1 0.1 -0.05
C -1.72304 1.05920 -0.10743 -0.1 0.0 0.2 -0.28
N -0.56283 1.75404 -0.04773 -0.2 0.0 -0.2 0.08
H 0.75709 4.14316 -1.72872 0.0 0.0 0.0 0.11
H 2.68850 4.89650 -1.81570 0.0 0.0 0.0 0.09
H 5.05494 5.02949 -0.92679 0.0 0.0 0.0 0.06
H 5.60330 3.50906 1.08413 0.0 0.0 0.0 0.08
H 3.90398 2.00656 1.92781 -0.1 0.0 0.0 0.08
H -1.19093 3.91908 -2.55331 0.0 0.0 0.0 0.10
H -3.28296 2.61848 -2.65045 0.0 0.0 0.0 0.10
H -3.60747 0.70926 -1.06172 0.0 0.0 0.0 0.10
H -1.53760 -0.99160 0.42650 0.0 0.0 0.0 0.11
Br 3.23969 3.08197 7.78037 0.0 0.0 0.0 0.63
C 2.21523 2.62699 6.24932 0.0 -0.1 -0.1 -0.78
C 0.92426 3.09171 6.09628 0.0 -0.1 -0.1 -0.78
Br 0.12640 4.20443 7.41110 0.0 0.0 0.0 0.62
C 0.19141 2.72326 4.94578 0.0 -0.1 0.0 -0.63
Br -1.59354 3.31663 4.67699 0.0 0.0 0.0 0.72
C 0.71199 1.90182 3.94709 -0.2 0.1 0.0 -0.41
O 0.05592 1.54787 2.87472 0.1 0.2 0.5 -0.24
C 2.07362 1.42903 4.10023 0.1 0.0 0.0 -0.43
O 2.57493 0.69315 3.16734 -0.3 0.2 -0.1 -0.27
C 2.77284 1.80464 5.25148 -0.1 0.0 0.0 -0.63
Br 4.54680 1.13243 5.38170 0.0 0.0 0.0 0.68
F 0.93254 -1.42165 1.90823 -0.2 -0.5 0.0 -0.54
C 5.30338 -1.71654 1.67381 0.1 0.1 -0.1 -0.25
S 3.51878 -1.56655 1.75724 0.2 0.3 -0.3 0.89
C 3.14335 -3.10807 0.92491 -0.1 -0.1 -0.2 -0.25
O 3.26948 -0.49477 0.69228 0.2 -0.7 0.6 -0.60
H 5.59414 -1.75914 0.62185 0.0 0.0 0.1 0.06
H 5.63098 -2.60271 2.22059 0.0 0.1 0.0 0.05
H 5.70838 -0.81674 2.13876 0.0 -0.1 0.0 0.05
H 3.74765 -3.91169 1.35005 -0.1 0.0 0.0 0.05
H 3.37012 -2.96959 -0.13607 0.0 -0.1 0.1 0.06
H 2.08058 -3.28926 1.07934 0.1 0.1 0.0 0.03
N 0.95814 -0.48811 -0.87371 -0.1 -0.3 -0.8 -0.39
S 0.16019 -0.45445 -2.27282 0.3 0.7 0.1 1.01
C -0.64313 -2.04037 -2.37663 -0.1 -0.6 0.0 -0.38
C -0.35476 -3.05477 -1.47115 -0.2 -0.1 0.0 -0.09
C -0.88009 -4.33020 -1.67183 0.0 0.1 0.1 -0.10
C -1.70343 -4.59186 -2.75584 0.0 0.1 0.0 -0.12
C -2.01561 -3.56142 -3.64113 0.0 0.0 0.0 -0.10
C -1.48726 -2.29467 -3.45651 0.0 0.0 0.0 -0.08
C 1.19614 -0.51233 -3.63815 -0.2 -0.1 0.0 -0.46
C 2.00876 -1.66079 -3.94717 0.1 0.1 -0.1 -0.13
C 2.66096 -1.72692 -5.15727 -0.1 0.1 0.1 -0.16
C 2.55667 -0.70294 -6.11651 0.0 0.0 0.0 -0.16
C 1.73754 0.42167 -5.81780 0.0 0.0 0.1 -0.16
C 1.06838 0.51613 -4.62544 0.1 -0.1 -0.1 -0.15
H 1.72567 -1.15453 -0.95371 0.1 0.1 0.1 -0.01
H 0.24936 -2.82358 -0.60078 0.0 0.0 0.0 0.09
H -0.65065 -5.11949 -0.96410 0.0 0.0 0.0 0.10
H -2.10733 -5.58577 -2.90985 0.0 0.0 0.0 0.09
H -2.67047 -3.75183 -4.48417 0.0 0.0 0.0 0.09
H -1.69617 -1.49816 -4.16354 0.0 0.0 0.0 0.11
H 2.11004 -2.46817 -3.23042 0.0 0.0 0.0 0.09
H 3.28041 -2.59365 -5.36929 0.0 0.0 0.0 0.08
H 3.08943 -0.76886 -7.05670 0.0 0.0 0.0 0.06
H 1.64972 1.22950 -6.53768 0.0 0.0 0.0 0.08
H 0.44801 1.38114 -4.40887 0.0 0.0 0.0 0.08
C -2.88672 -1.13822 2.84803 0.0 -0.1 0.0 -0.03
C -3.20460 -0.24365 1.63315 0.0 0.0 0.0 -0.47
C -3.66956 1.11246 2.16885 0.1 0.0 0.1 -0.05
C -1.85520 -0.05889 0.90197 -0.1 0.0 -0.3 -0.11
C -4.27099 -0.95008 0.79370 0.0 0.2 0.0 -0.18
C -4.00258 -2.18628 0.20491 0.0 -0.1 -0.1 -0.02
C -4.97406 -2.87008 -0.51108 0.0 0.1 0.0 -0.08
C -6.24682 -2.33053 -0.66467 0.1 0.0 0.0 -0.11
C -6.53030 -1.10275 -0.08978 0.1 0.0 0.1 -0.10
C -5.55217 -0.42403 0.63304 0.0 -0.1 -0.1 -0.04
H -2.23028 -0.59905 3.53576 0.0 0.0 0.0 0.09
H -2.36737 -2.04992 2.54134 0.0 0.0 0.0 0.09
H -3.80591 -1.41634 3.37235 0.0 0.0 0.0 0.09
H -2.83540 1.58118 2.69797 -0.1 0.0 0.0 0.04
H -4.49566 0.99069 2.87611 0.0 0.0 0.0 0.09
H -3.98520 1.79275 1.37520 0.0 0.0 0.0 0.08
H -1.16107 0.13664 1.71016 0.1 0.0 0.2 0.06
H -3.01536 -2.62605 0.29720 0.0 0.0 0.0 0.11
H -4.72577 -3.82178 -0.96293 0.0 0.0 0.0 0.09
H -7.00371 -2.86125 -1.23065 0.0 0.0 0.0 0.09
H -7.51520 -0.66258 -0.20088 0.0 0.0 0.0 0.09
H -5.79600 0.53545 1.06891 0.0 0.0 0.0 0.10